Here is a cluster of 2 separate species, C11H12NO2 in total in a non-equilibrium geometry from the Open Molecules 2025 dataset. Energies are from the ωB97M-V functional and the def2-TZVPD basis.

Each line ends with the Löwdin spin population.
Positions of all 26 atoms, in Å:
O 4.11 -1.10 -1.18  0.01
O 2.53 0.29 -1.96  0.04
N 0.14 0.95 -1.19  0.22
C 0.23 0.98 0.23  0.03
C 2.92 -0.83 -1.42  0.00
C -0.31 0.52 2.87  0.02
C -1.05 0.45 -1.66  0.08
C -1.82 0.40 -0.51  0.24
C 0.97 0.59 2.46  0.10
C 1.77 -1.83 -1.08  0.00
C 1.28 0.90 1.11  0.05
C -1.31 0.54 1.96  0.12
C -1.10 0.67 0.60  0.01
C -3.25 0.13 -0.65  0.04
H 2.37 0.85 0.88  0.00
H 0.94 -1.61 -1.85  0.00
H -2.25 0.21 2.25  0.01
H -3.67 -0.74 -0.40  0.01
H -1.17 0.10 -2.75  0.00
H -3.60 0.55 -1.66  0.00
H -0.46 0.45 3.87  0.00
H 1.52 -1.68 -0.03  0.00
H 2.07 -2.78 -1.38  0.00
H -3.78 0.88 0.03  0.01
H 1.11 0.71 -1.76  0.00
H 1.79 0.41 3.21  0.00

The spin multiplicity is 2. For the relative energy (zero: lowest compared OMol25 entry of this formula, charge and spin), the calculation gives 2.340 eV. Its gap between HOMO and LUMO (alpha / beta) is 7.8 / 4.7 eV. Its net charge is 0. Its largest force on an atom is 6.606 eV/A.


Here is the ion C3H7N4 with charge +1 in a non-equilibrium geometry from the Open Molecules 2025 dataset. Energies are from the ωB97M-V functional and the def2-TZVPD basis.

Each line ends with the Löwdin charge.
Positions of all 14 atoms, in Å:
N 1.57 -0.03 1.33  0.10
N -1.39 0.47 0.07  0.07
N -0.61 -1.13 -1.37  0.09
N 0.88 0.10 0.11  -0.14
C 0.57 -1.13 -0.85  0.05
C -0.11 1.14 0.02  -0.13
C -1.68 -0.54 -0.75  -0.05
H -0.05 1.53 -1.02  0.16
H -2.75 -0.72 -0.95  0.16
H -0.09 1.75 0.92  0.15
H 1.43 -1.69 -1.06  0.12
H -2.07 0.62 0.91  0.22
H 1.99 -0.96 1.38  0.11
H 2.33 0.60 1.25  0.09

The spin multiplicity is 1. For the relative energy (zero: lowest compared OMol25 entry of this formula, charge and spin), the calculation gives 3.373 eV. Its gap between HOMO and LUMO (alpha / beta) is 8.1 / 8.1 eV. Its net charge is +1. Its largest force on an atom is 7.727 eV/A.


Here is the molecule C5H8N2O in a non-equilibrium geometry from the Open Molecules 2025 dataset. Energies are from the ωB97M-V functional and the def2-TZVPD basis.

Each line ends with the Löwdin charge.
Positions of all 16 atoms, in Å:
O -0.27 1.46 0.16  -0.08
N 0.66 0.53 -0.42  -0.14
N 2.61 -0.40 -0.07  0.08
C -1.50 0.57 0.34  -0.19
C -1.40 -0.10 -1.05  -0.03
C -0.02 -0.68 -0.36  -0.24
C 1.85 0.63 0.03  -0.32
C -0.84 -0.69 0.95  -0.08
H -2.17 1.25 0.76  0.12
H 0.34 -1.56 -0.86  0.14
H -1.07 0.60 -1.95  0.16
H 2.09 1.69 0.21  0.14
H -2.13 -0.83 -1.15  0.07
H -1.32 -1.78 1.05  0.16
H -0.41 -0.39 2.01  0.14
H 3.59 -0.30 0.34  0.07

The spin multiplicity is 1. For the relative energy (zero: lowest compared OMol25 entry of this formula, charge and spin), the calculation gives 5.384 eV. Its gap between HOMO and LUMO is 9.4 eV. Its net charge is 0. Its largest force on an atom is 5.396 eV/A.


Here is the molecule C2H4N4 in a non-equilibrium geometry from the Open Molecules 2025 dataset. Energies are from the ωB97M-V functional and the def2-TZVPD basis.

Each line ends with the Löwdin charge.
Positions of all 10 atoms, in Å:
N -0.62 0.43 -0.86  0.09
N 1.80 1.00 0.00  0.12
N 0.92 -1.06 0.31  0.08
N 1.71 -0.19 0.28  -0.20
C -0.54 -0.81 -0.25  -0.33
C -1.45 0.25 0.28  -0.17
H -1.17 0.80 1.17  0.10
H -0.90 -1.77 -0.78  0.16
H -2.48 0.08 0.15  0.08
H 2.73 1.27 -0.31  0.08

The spin multiplicity is 1. For the relative energy (zero: lowest compared OMol25 entry of this formula, charge and spin), the calculation gives 6.453 eV. Its gap between HOMO and LUMO (alpha / beta) is 8.6 / 7.6 eV. Its net charge is 0. Its largest force on an atom is 2.261 eV/A.


Here is a structure of composition C31H36CsNO4S2 in a non-equilibrium geometry from the Open Molecules 2025 dataset. Energies are from the ωB97M-V functional and the def2-TZVPD basis.

Each line ends with the Löwdin charge.
Positions of all 75 atoms, in Å:
Cs -1.11 0.68 -2.54  0.96
S -1.79 -0.93 0.97  0.99
S 1.03 3.12 -5.04  0.77
O -2.05 2.81 -0.61  -0.09
O 1.34 3.90 -6.23  -0.52
O -0.46 -0.34 1.19  -0.51
O 0.98 2.11 -0.86  -0.23
N 2.89 -1.74 -0.14  -0.14
C 0.98 2.73 0.27  -0.34
C -5.00 0.65 2.81  -0.07
C 1.81 1.50 -4.96  -0.26
C 4.13 -2.33 -0.64  -0.02
C -0.66 -2.96 2.46  -0.08
C -3.02 -4.30 2.88  -0.08
C -2.37 1.16 2.58  -0.06
C 2.23 2.78 1.05  -0.04
C 1.02 3.64 2.95  -0.13
C -1.77 -4.88 3.32  -0.06
C 1.69 -4.10 -2.22  -0.11
C 1.51 -2.54 -0.33  -0.07
C -4.48 1.67 3.56  -0.08
C 1.34 -4.58 -3.45  -0.12
C -0.61 -4.18 3.09  -0.11
C -2.88 0.08 1.96  -0.38
C -1.51 3.56 0.19  -0.45
C 1.94 3.83 -3.69  -0.26
C -0.13 3.81 2.17  -0.07
C -3.10 -3.14 2.20  -0.11
C -4.21 -0.16 2.03  -0.10
C -0.23 3.44 0.80  -0.10
C 2.20 3.20 2.36  -0.12
C 0.30 -2.47 -3.85  -0.20
C -1.92 -2.40 2.05  -0.30
C 0.56 -3.78 -4.27  -0.12
C 1.19 -2.91 -1.73  -0.34
C 2.73 -0.25 -0.52  0.03
C -2.37 4.75 0.62  -0.01
C -3.17 1.95 3.41  -0.06
C 0.56 -1.96 -2.54  -0.19
H -0.08 -1.80 -4.67  0.07
H 3.04 3.76 -3.91  0.08
H -4.13 -2.85 1.93  0.11
H 0.22 -4.11 -5.30  0.11
H -4.66 -0.85 1.34  0.11
H -1.81 5.44 1.20  0.06
H -0.98 4.23 2.70  0.10
H -5.11 2.26 4.18  0.11
H 1.56 0.90 -5.82  0.05
H 0.36 -4.62 3.35  0.12
H 3.15 3.20 2.96  0.11
H 0.25 -2.37 2.30  0.10
H 1.39 0.86 -4.20  -0.01
H -6.03 0.41 2.82  0.10
H 4.34 -3.22 -0.07  0.09
H -2.59 2.61 4.02  0.10
H 3.13 2.38 0.62  0.09
H -4.01 -4.82 3.12  0.13
H 1.73 3.19 -2.80  0.04
H 2.87 1.48 -4.85  0.05
H -1.29 1.34 2.61  0.12
H 0.74 -1.86 0.10  0.08
H -3.30 4.36 1.04  0.09
H 1.55 -5.59 -3.66  0.08
H 1.05 3.86 3.99  0.08
H 1.54 -3.37 0.41  0.13
H -2.65 5.28 -0.27  0.07
H 4.94 -1.66 -0.38  0.10
H 2.29 -4.73 -1.60  0.10
H 3.06 -1.77 0.85  0.15
H 2.04 0.29 0.15  0.07
H 3.70 0.23 -0.57  0.09
H -1.75 -5.85 3.79  0.10
H 1.60 4.84 -3.50  0.05
H 2.21 -0.27 -1.46  0.06
H 4.03 -2.57 -1.72  0.12

The spin multiplicity is 1. For the relative energy (zero: lowest compared OMol25 entry of this formula, charge and spin), the calculation gives 0.660 eV. Its gap between HOMO and LUMO is 6.6 eV. Its net charge is 0. Its largest force on an atom is 3.997 eV/A.


Here is the molecule C7H7BrF3NO2S in a non-equilibrium geometry from the Open Molecules 2025 dataset. Energies are from the ωB97M-V functional and the def2-TZVPD basis.

Each line ends with the Löwdin spin population.
Positions of all 22 atoms, in Å:
Br 4.12 -2.70 -0.66  0.09
S 0.94 2.23 -0.77  0.54
F 0.70 1.59 1.75  0.01
F -1.13 2.46 0.85  0.01
F 0.57 3.76 1.31  0.04
O -2.11 -0.27 -1.22  0.08
O -1.65 1.71 -2.06  0.02
N 0.51 -0.45 -0.18  0.39
C 0.15 0.50 -1.07  0.27
C -0.79 -2.35 0.80  0.03
C 0.26 2.55 0.84  0.06
C -1.35 0.63 -1.40  0.07
C 2.66 -1.71 -0.37  0.26
C 1.58 -1.27 -0.18  0.07
C -0.37 -0.83 0.93  0.03
H -1.24 -0.33 0.79  0.00
H 0.18 -2.93 0.84  0.00
H -1.08 2.46 -1.77  0.00
H 0.03 -0.55 1.95  0.02
H -1.37 -2.39 1.69  0.00
H -1.27 -2.42 -0.11  0.00
H 0.66 0.34 -1.97  0.02

The spin multiplicity is 3. Its gap between HOMO and LUMO (alpha / beta) is 4.3 / 5.9 eV. Its net charge is 0. Its largest force on an atom is 5.418 eV/A.


Here is the molecule C9H8BNO3 in a non-equilibrium geometry from the Open Molecules 2025 dataset. Energies are from the ωB97M-V functional and the def2-TZVPD basis.

Each line ends with the Löwdin charge.
Positions of all 22 atoms, in Å:
O 1.09 1.61 1.18  -0.04
O 1.19 0.88 -3.85  0.18
O -0.92 -0.14 -3.48  0.17
N 1.84 1.72 0.02  0.09
C -0.05 -0.53 0.77  -0.16
C 1.60 1.11 -1.08  -0.10
C 0.19 -0.78 -0.68  0.08
C -1.01 -0.29 3.49  -0.03
C -0.24 0.72 2.87  0.03
C 0.33 0.53 1.53  -0.19
C -0.88 -1.50 1.34  -0.07
C 0.66 0.16 -1.57  -0.07
C -1.34 -1.40 2.63  -0.09
B 0.35 0.23 -3.04  -0.68
H -2.11 -2.05 3.08  0.11
H -1.21 -0.23 4.48  0.06
H -1.36 -2.32 0.77  0.13
H -1.05 0.03 -4.39  0.07
H -0.38 -1.74 -0.84  0.13
H 0.91 0.97 -4.82  0.16
H 0.14 1.57 3.44  0.11
H 2.24 1.44 -1.83  0.10

The spin multiplicity is 1. For the relative energy (zero: lowest compared OMol25 entry of this formula, charge and spin), the calculation gives 0.000 eV. Its gap between HOMO and LUMO is 7.4 eV. Its net charge is 0. Its largest force on an atom is 6.454 eV/A.